Record 1
ORCA calculation (ωB97M-V/def2-TZVPD) on a structure of composition C16H31NO2.

Geometry as XYZ:
```
50
Properties=species:S:1:pos:R:3:forces:R:3
C -4.75985 -0.89612 -0.06876 1.7 -10.5 -9.4
H -3.86714 -1.60641 0.09782 -1.5 0.7 0.0
H -4.62815 -0.62448 -1.25333 -0.7 -1.3 1.8
H -5.70832 -1.39249 0.06633 -0.2 -0.3 0.1
C -4.62580 0.23778 0.45814 -0.5 16.1 11.6
C -5.90686 1.23388 0.39285 3.8 -0.1 2.6
H -6.00050 1.43879 -0.55067 -0.2 1.3 -6.1
H -5.79094 2.26969 0.78095 0.2 -1.1 0.7
H -6.83008 0.85248 0.53536 -3.0 -1.7 1.7
H -4.58544 0.14348 1.67413 0.3 -0.1 -2.2
C -3.41585 1.35071 0.26291 0.3 -8.2 -5.7
C -2.17599 0.48301 0.48959 3.7 -2.1 3.3
H -2.26672 -0.52489 1.25984 -0.5 3.3 -1.4
H -1.31473 1.17110 1.03854 -1.8 -1.8 -1.5
C -1.45244 -0.32125 -0.74554 -3.3 -6.8 9.0
H -1.23114 0.43514 -1.21282 2.8 6.8 -6.5
H -2.13542 -1.11698 -1.05056 -0.2 0.8 -1.0
C -0.23823 -1.18669 -0.17522 2.8 11.8 -2.9
C -0.48637 -2.34326 0.34626 -5.6 -9.5 7.7
H 0.25150 -2.90101 0.94361 0.1 0.2 -0.9
H -1.33159 -2.27774 1.13661 1.3 0.6 -0.1
H -1.18574 -3.01926 -0.15314 1.0 -0.4 -1.4
H 0.39470 -0.43761 0.50888 -1.4 -1.5 -0.9
C 0.57382 -1.32620 -1.34505 3.7 -3.3 -8.0
C 1.99126 -1.85505 -1.49597 -1.1 -2.8 11.8
H 2.60191 -2.17245 -2.20871 1.7 -0.6 -4.0
H 1.89746 -3.15839 -0.72289 0.6 3.3 -2.2
O 2.86594 -0.99421 -0.52091 -1.7 -3.5 0.3
C 2.99598 -1.50599 0.89283 2.5 5.2 -3.7
O 2.71367 -2.50932 1.39554 -1.0 -1.8 0.4
C 3.97043 -0.32591 1.43864 -2.9 -3.5 1.8
N 4.02496 0.85674 0.80692 -6.8 2.2 8.7
C 2.84517 1.67999 0.91213 -3.2 -3.9 0.4
C 3.02442 2.55066 -0.22151 -0.1 7.3 -1.1
H 2.08319 3.01351 -0.59275 0.5 -0.3 0.3
H 3.69272 3.70084 0.22616 -1.7 -3.5 -1.4
C 3.87104 1.88611 -1.39847 -7.1 -7.9 12.0
H 4.39946 2.52877 -1.65192 8.1 10.0 -6.1
H 3.15592 1.27909 -1.77969 -1.2 -1.8 -2.6
C 4.64052 1.15548 -0.24779 9.5 -2.3 -8.0
H 5.78477 1.46988 0.00679 -2.1 0.6 -1.1
H 4.84114 0.13474 -0.56303 1.1 -0.2 -1.7
H 2.52921 2.04500 1.90212 0.7 0.4 -0.4
H 1.90222 0.86888 0.65659 1.9 2.1 0.5
H 4.85894 -0.80973 1.46887 3.2 -1.6 -0.5
H 3.74411 -0.42544 2.50406 -0.3 1.3 0.3
H 0.89664 -0.53037 -1.97713 -1.7 2.2 -0.3
H 0.21575 -2.16734 -2.16648 -0.6 2.1 1.8
H -3.34055 1.47195 -0.92757 -0.6 0.7 2.4
H -3.48901 2.17087 0.82746 -0.5 3.0 2.0
```
Positions in Å, forces in eV/Å.

As for the total charge: 0. As for the spin multiplicity: 1.


Record 2
ORCA calculation (ωB97M-V/def2-TZVPD) on a cluster of 13 separate species, H26O13 in total.

Geometry as XYZ:
```
39
Properties=species:S:1:pos:R:3:forces:R:3
H -0.02796 0.54024 -0.57249 -0.1 -0.3 -0.2
H 0.88952 -0.65458 -0.37073 0.0 0.2 -0.1
H -0.47660 -2.33748 -0.06710 -0.3 -0.1 0.0
H -1.59148 -3.20591 -0.62650 0.1 0.0 -0.1
H 3.55605 -2.43079 2.12986 0.2 0.0 0.0
H 4.32860 -1.38179 1.34704 0.1 0.0 0.1
H 0.64193 -2.90235 -2.47224 -0.1 -0.1 0.0
H 0.80832 -4.18245 -1.66993 0.0 -0.1 -0.2
H -0.13000 -1.52316 2.03637 -0.1 0.0 0.2
H 1.10466 -1.31273 2.89742 0.0 0.2 0.1
H -2.81008 1.96565 1.34265 0.1 0.1 0.2
H -3.39309 0.87021 2.22022 -0.4 -0.1 0.0
H 0.67781 4.48454 -1.23482 -0.1 0.0 -0.2
H 2.19342 4.59548 -1.26096 0.1 0.0 -0.2
H 1.74435 2.65323 1.51973 -0.4 -0.3 0.3
H 0.73304 1.70562 0.89578 0.5 -0.4 0.1
H 2.06240 2.65509 -1.07013 0.0 -0.1 -0.1
H 2.80896 2.88670 0.23335 0.3 -0.1 -0.4
H -3.14051 -1.60772 -2.21396 0.1 0.0 0.2
H -3.72245 -0.20371 -2.20173 -0.1 0.1 0.2
H 3.70226 -0.66971 -0.92239 -0.1 0.3 -0.2
H 4.86092 -0.68799 -1.90586 -0.1 0.0 -0.1
H -3.43351 -1.22215 0.93029 0.0 0.1 -0.1
H -2.48047 -0.59269 1.93305 0.0 -0.5 -0.2
H -2.95286 2.39679 -0.80201 -0.2 -0.1 -0.2
H -4.08143 1.80671 0.02755 -0.2 -0.3 -0.2
O 0.89468 0.30809 -0.41807 -0.3 -0.2 -0.2
O -1.05237 -2.43434 -0.83397 -0.9 1.4 1.5
O 4.29511 -1.81685 2.20645 -0.2 0.0 -0.1
O 0.18132 -3.71445 -2.23281 1.3 -1.2 -1.1
O 0.19121 -1.02273 2.79492 0.0 -0.2 -0.2
O -3.21076 1.09010 1.29968 0.5 1.1 0.7
O 1.46256 4.08312 -1.62472 -0.8 1.0 -0.2
O 1.00989 2.07068 1.74376 -0.3 0.7 0.4
O 2.80289 2.32426 -0.54935 1.1 -0.5 0.6
O -3.69825 -1.02078 -1.69106 0.0 0.0 -0.1
O 3.98720 -1.06545 -1.75377 0.1 -0.1 0.2
O -3.19590 -1.23489 1.86430 0.2 -1.0 0.5
O -3.90156 2.22763 -0.82066 0.0 0.6 -0.8
```
Positions in Å, forces in eV/Å.

As for the total charge: 0. As for the spin multiplicity: 1.


Record 3
ORCA calculation (ωB97M-V/def2-TZVPD) on a cluster of 2 separate species, C9H11P in total.

Geometry as XYZ:
```
21
Properties=species:S:1:pos:R:3:forces:R:3
C -3.73220 -0.46939 0.24744 -2.3 -1.4 -1.0
C -3.00100 0.24493 1.09433 1.4 1.7 2.2
C -3.11699 -1.24225 -0.70138 -0.3 -2.7 -1.5
C -1.60642 0.19528 1.06347 -1.0 -1.2 -2.0
C -1.77551 -1.29453 -0.78183 2.1 1.8 1.9
C -0.90901 -0.55032 0.13232 -3.0 -1.0 -1.8
C 0.49432 -0.60242 0.01398 1.6 2.4 -0.3
C 1.32465 1.68246 -0.60249 3.0 -1.6 3.2
C 3.29067 -1.02929 0.11559 -1.7 0.9 -1.9
P 1.56424 -1.79424 0.25828 0.9 -0.3 -0.3
H -4.79615 -0.59396 0.32694 -0.4 0.5 0.2
H -3.45675 0.87066 1.86572 0.0 -0.3 -0.2
H -3.56622 -2.07636 -1.34412 -0.2 1.8 0.9
H -1.01846 0.72997 1.67838 1.6 2.0 2.5
H -1.36192 -1.90667 -1.50145 1.2 -1.2 -1.4
H 0.66142 1.72315 -1.37842 -1.7 0.4 -1.7
H 1.18331 2.30313 0.34369 0.0 -1.0 -1.6
H 2.43484 1.51553 -0.89064 -2.3 0.5 0.5
H 3.95115 -1.74496 -0.36137 0.3 -0.2 0.4
H 3.27773 -0.07284 -0.53573 0.1 -1.6 1.5
H 3.40451 -0.88597 1.17343 1.1 0.4 0.3
```
Positions in Å, forces in eV/Å.

As for the total charge: 0. As for the spin multiplicity: 1.


Short version: energy = -22662.449, -27037.273, -18794.848 eV, in the order given.